--- a ---
# C2H3O2P

One molecule with the formula C2H3O2P (ωB97M-V/def2-TZVPD, OMol25).

Computed properties:
SMILES   C=COP=O
2S+1   1
Gap between HOMO and LUMO   8.8 eV
M   90.02 g mol⁻¹

Positions of all 8 atoms, in Å:
C -1.57485 -0.36167 0.06592
C -0.47495 0.46287 0.02313
O 0.78982 -0.08589 0.04373
P 2.40499 0.52803 0.01671
O 3.23323 -0.68165 0.02523
H -2.51899 0.05570 -0.09282
H -1.49154 -1.37420 0.09028
H -0.36770 1.45681 -0.17218

***

--- b ---
# C2H3O2P

One molecule with the formula C2H3O2P (ωB97M-V/def2-TZVPD, OMol25).

Computed properties:
SMILES   O=CPC=O
2S+1   1
Gap between HOMO and LUMO   9.0 eV
M   90.02 g mol⁻¹

Positions of all 8 atoms, in Å:
O 1.67613 -0.57554 -0.94031
C 1.02639 -0.99575 -0.01066
P -0.87722 -1.09514 -0.14653
C -0.82322 1.09650 0.36005
O -0.35160 1.96484 -0.28408
H 1.45872 -0.97850 1.00449
H -0.83586 -0.63618 -1.43330
H -1.27333 1.21977 1.45036

***

Result of the stability comparison: b is the least stable of them.

***

--- a ---
# C5H16O3

A 4-piece molecular cluster, C5H16O3 overall (ωB97M-V/def2-TZVPD, OMol25).

Computed properties:
SMILES   C/C=C/CC.O.O.O
2S+1   1
Gap between HOMO and LUMO   9.9 eV
M   124.18 g mol⁻¹

Positions of all 24 atoms, in Å:
C -0.88269 -1.37805 -0.64103
C -0.42298 0.03005 -0.39747
C 0.69697 0.38901 0.20259
C 1.18656 1.81489 0.32850
C 1.54106 2.27722 1.72626
H -1.88117 -1.52859 -0.24195
H -0.16846 -2.08627 -0.21925
H -0.84975 -1.60166 -1.70444
H -1.11757 0.81950 -0.66678
H 1.47207 -0.31719 0.41450
H 2.00451 1.92326 -0.37169
H 0.41851 2.45732 -0.14022
H 0.63452 2.42195 2.30962
H 2.22452 3.12462 1.75370
H 2.11499 1.50189 2.25534
O 1.03781 -2.61641 5.18449
H 0.94900 -3.23668 4.44816
H 1.38385 -1.79537 4.83146
O -3.50052 1.97505 -0.46425
H -4.22067 2.61394 -0.51075
H -3.15991 2.10958 0.42919
O 0.33231 -3.17737 -5.87955
H -0.15788 -2.35122 -5.82479
H 0.36491 -3.36949 -6.82165

***

--- b ---
# C5H16O3

A 3-piece molecular cluster, C5H16O3 overall (ωB97M-V/def2-TZVPD, OMol25).

Computed properties:
SMILES   CC(C)CCO.O.O
2S+1   1
Gap between HOMO and LUMO   10.5 eV
M   124.18 g mol⁻¹

Positions of all 24 atoms, in Å:
C -2.58162 1.87337 -0.08392
C -1.87997 0.81095 -0.85599
C -3.07814 -0.04766 -1.52191
C -1.07973 -0.10078 0.07208
C 0.31509 0.02904 -0.56699
O 1.31248 -0.29339 0.50549
H -3.55674 1.52409 0.37420
H -2.24189 2.36026 0.87642
H -2.83015 2.74276 -0.69061
H -1.32221 1.21204 -1.73252
H -3.42715 -0.76168 -0.84906
H -2.98417 -0.49310 -2.63141
H -3.81357 0.86816 -1.71096
H -0.95945 0.24818 1.17776
H -1.35684 -1.08444 0.12186
H 0.48979 -0.59750 -1.38412
H 0.67888 1.07993 -0.53698
H 1.25758 -1.29156 0.87242
O 2.15448 -1.44213 3.98218
H 1.84090 -1.10958 3.17355
H 3.15582 -1.19991 4.03858
O 6.59341 -1.84526 -0.86545
H 7.40729 -1.36558 -0.77656
H 5.90591 -1.11621 -0.98806

***

Result of the stability comparison: b is the least stable of them.

***

--- a ---
# C5H8ClNO

A 2-piece molecular cluster, C5H8ClNO overall (ωB97M-V/def2-TZVPD, OMol25).

Computed properties:
SMILES   C=C(C#N)[C@H](C)O.Cl
2S+1   1
Gap between HOMO and LUMO   9.4 eV
M   133.58 g mol⁻¹

Positions of all 16 atoms, in Å:
C -1.32932 1.30085 0.81150
C -0.13892 0.63991 0.33892
C 1.11065 1.11535 0.15391
N 2.16923 1.53966 0.25465
C -0.20891 -0.84031 -0.09268
C 0.23363 -1.56364 1.16889
O 0.57950 -1.08891 -1.16325
H -1.30052 2.41771 1.08330
H -2.19421 0.56521 1.14854
H -1.31643 -1.11244 -0.42796
H 1.20593 -1.13419 1.21834
H 0.13818 -2.61263 0.93273
H -0.29237 -1.39124 2.02962
H 1.18102 -0.38170 -1.39134
Cl 0.59474 1.54176 -2.70163
H -0.43219 1.00461 -3.36355

***

--- b ---
# C5H8ClNO

One molecule with the formula C5H8ClNO (ωB97M-V/def2-TZVPD, OMol25).

Computed properties:
SMILES   CC(C)=C(Cl)C(N)=O
2S+1   1
Gap between HOMO and LUMO   10.1 eV
M   133.58 g mol⁻¹

Positions of all 16 atoms, in Å:
C -0.74317 0.33906 2.02279
C -0.05484 -0.02455 0.73634
C 1.05099 -0.99939 0.89043
C -0.32941 0.59836 -0.40469
Cl -1.53313 1.85769 -0.62539
C 0.37311 0.15418 -1.71858
N -0.46453 0.23262 -2.78002
O 1.46707 -0.35324 -1.81387
H -0.64005 -0.56370 2.70341
H -0.03513 1.08143 2.53342
H -1.73354 0.84286 1.86320
H 1.43998 -0.95453 1.90672
H 0.78263 -2.11115 0.86840
H 1.82873 -0.89960 0.23614
H -1.36259 0.47379 -2.61868
H -0.04613 0.32618 -3.79964

***

Result of the stability comparison: a is the least stable of them.

***

--- a ---
# C3H12N3S

A 2-piece molecular cluster, C3H12N3S overall (ωB97M-V/def2-TZVPD, OMol25).

Computed properties:
2S+1   1
Gap between HOMO and LUMO (alpha / beta)   8.0 / 6.8 eV
M   122.22 g mol⁻¹
Charge   +1

Positions of all 19 atoms, in Å:
C 1.04734 -1.59410 -0.49716
C 0.78191 2.19606 -0.48326
C 1.38964 -0.24427 -0.28123
N -1.12230 0.77847 -0.57588
N 0.13327 0.93268 -0.07632
N -2.57159 -0.85832 1.11940
S 2.93380 0.21224 0.22621
H 0.58065 -2.05515 0.40765
H 0.33925 -1.62874 -1.36213
H 1.85727 -2.28122 -0.74281
H 1.62952 2.31360 0.18517
H 1.14297 2.17419 -1.46198
H 0.07373 3.15820 -0.47181
H -1.66345 -0.07153 -0.07755
H -1.65850 1.58033 -0.20686
H -2.42176 -0.68200 2.13690
H -2.10300 -1.67423 0.67319
H -3.59810 -1.04340 1.13129
H 3.22934 -1.21281 0.35720

***

--- b ---
# C3H12N3S

A 3-piece molecular cluster, C3H12N3S overall (ωB97M-V/def2-TZVPD, OMol25).

Computed properties:
2S+1   1
Gap between HOMO and LUMO (alpha / beta)   8.0 / 7.3 eV
M   122.22 g mol⁻¹
Charge   +1

Positions of all 19 atoms, in Å:
C 1.07318 -1.53329 0.25057
C -1.96401 0.37003 1.35154
C -0.08273 -0.86405 0.79548
N -0.86140 0.55748 -0.91071
N -0.87604 0.05037 0.40486
N 1.44422 1.13650 -1.87913
S -0.50980 -1.23021 3.82093
H 1.75107 -1.59289 1.05387
H 0.72991 -2.43403 -0.08647
H 1.74785 -0.89878 -0.26047
H -1.66904 0.16317 2.31638
H -2.41792 1.44697 1.14584
H -2.89982 -0.17355 1.17940
H -1.45737 1.35490 -1.03106
H 0.16714 0.57789 -1.37037
H 1.46300 1.28600 -2.86595
H 2.33170 0.71826 -1.66128
H 1.55291 2.12187 -1.56033
H -1.39606 -2.15260 3.40495

***

Result of the stability comparison: b is the least stable of them.

***

--- a ---
# C18H24O5

One molecule with the formula C18H24O5 (ωB97M-V/def2-TZVPD, OMol25).

Computed properties:
SMILES   CCOC(=O)[C@H]1CC=C(C(C)C)[C@]12C=CC(=O)[C@@H](OC(C)=O)C2
2S+1   1
Gap between HOMO and LUMO   9.2 eV
M   320.38 g mol⁻¹

Positions of all 47 atoms, in Å:
C -0.63905 4.64246 1.96173
C 0.30841 3.46206 2.31299
O 0.41943 2.59660 1.17947
C 1.21727 1.48380 1.35263
O 1.61253 1.08465 2.44100
C 1.65028 0.71354 0.10829
C 2.66304 -0.39279 0.39433
C 2.58201 -1.28177 -0.83030
C 1.34903 -1.12234 -1.40814
C 1.00876 -1.75693 -2.73835
C 1.87875 -1.11194 -3.82875
C 1.19375 -3.29830 -2.83898
C 0.53688 -0.05912 -0.65812
C -0.18127 0.89172 -1.58653
C -1.41478 1.38851 -1.26080
C -2.17586 0.95502 -0.11090
O -3.18411 1.56288 0.20415
C -1.59424 -0.14587 0.78809
O -2.63082 -1.09658 1.16988
C -2.70219 -1.46120 2.51861
C -3.79436 -2.43225 2.96791
O -1.94899 -1.06137 3.42548
C -0.46082 -0.95377 0.12744
H -1.62774 4.23807 1.72454
H -0.25838 5.24329 1.09706
H -0.70634 5.31781 2.81906
H 1.32062 3.85271 2.49849
H -0.04241 2.96509 3.22825
H 2.09753 1.40297 -0.63999
H 3.66906 0.02117 0.53831
H 2.36550 -0.96497 1.30667
H 3.39613 -1.87575 -1.23141
H -0.03119 -1.52111 -2.99905
H 2.92098 -1.31329 -3.57976
H 1.67997 -0.02760 -3.87547
H 1.61644 -1.50348 -4.79443
H 0.45987 -3.78644 -2.21595
H 2.22493 -3.60011 -2.51666
H 1.06872 -3.64097 -3.85811
H 0.25675 1.26896 -2.49261
H -1.89399 2.06956 -1.95919
H -1.20429 0.40075 1.65957
H -3.90125 -2.43920 4.06112
H -4.76409 -2.15616 2.52788
H -3.49569 -3.41423 2.66026
H 0.09334 -1.47933 0.88614
H -0.93810 -1.66472 -0.53587

***

--- b ---
# C18H24O5

One molecule with the formula C18H24O5 (ωB97M-V/def2-TZVPD, OMol25).

Computed properties:
SMILES   C[C@H]1C=Cc2cc(O)ccc2[C@H]1CC[C@@H](O)C[C@@H](O)CC(=O)O
2S+1   1
Gap between HOMO and LUMO   8.3 eV
M   320.38 g mol⁻¹

Positions of all 47 atoms, in Å:
C -2.62830 0.18487 2.40603
C -1.45107 -0.67943 2.76348
C -1.95963 -2.07043 3.13319
C -1.14959 -3.14052 3.10977
C 0.26234 -2.96948 2.69878
C 1.20029 -3.97252 3.00068
C 2.56385 -3.75136 2.67747
O 3.43790 -4.67573 3.09407
C 2.94837 -2.61825 1.98265
C 2.01382 -1.65646 1.59522
C 0.66359 -1.80235 1.98033
C -0.36140 -0.74828 1.62701
C -0.98191 -1.14003 0.24485
C -1.32787 0.04678 -0.65390
C -0.14320 0.91088 -1.19596
O 0.80410 0.04014 -1.74505
C -0.65192 1.85266 -2.31262
C 0.41010 2.83170 -2.90183
O 1.70329 2.25810 -2.99665
C -0.09114 3.36210 -4.23633
C 0.81057 4.48496 -4.73369
O 2.01843 4.33701 -4.88887
O 0.18485 5.65027 -4.93351
H -2.36098 1.16409 2.05786
H -3.30418 0.32983 3.28112
H -3.22560 -0.28049 1.58751
H -0.98301 -0.32063 3.66357
H -2.95190 -2.18632 3.55934
H -1.45988 -4.12339 3.49460
H 0.88848 -4.90104 3.50786
H 3.20142 -5.01381 3.96418
H 4.02994 -2.46390 1.80487
H 2.34359 -0.75243 1.07701
H 0.12884 0.22813 1.53597
H -1.91297 -1.66310 0.44243
H -0.29518 -1.80475 -0.31110
H -1.89346 -0.39956 -1.50449
H -2.02547 0.70800 -0.11061
H 0.27636 1.51638 -0.40870
H 1.36678 0.62528 -2.26850
H -1.52911 2.39517 -1.92457
H -1.03113 1.16676 -3.08818
H 0.52718 3.63590 -2.18118
H 2.27329 2.79376 -3.61496
H -0.09563 2.53404 -4.94932
H -1.09829 3.78597 -4.12315
H 0.85543 6.29145 -5.20668

***

Result of the stability comparison: a is the least stable of them.

***

--- a ---
# C22H25N3O4S

C22H25N3O4S as an isolated structure (ωB97M-V/def2-TZVPD, OMol25).

Computed properties:
2S+1   1
Gap between HOMO and LUMO   7.4 eV
M   427.53 g mol⁻¹

Positions of all 55 atoms, in Å:
C 3.67164 0.93234 2.46959
C 3.14466 1.24372 1.08027
N 1.71377 0.79315 0.92067
C 0.90542 1.62503 1.89871
C 1.40399 1.43885 3.33168
C 2.53225 0.39863 3.35280
C 2.01094 -0.90047 2.72450
C 1.63643 -0.67234 1.25281
H 4.47803 0.19107 2.37235
H 4.09170 1.86380 2.86783
H 3.16403 2.31913 0.83408
H 3.69266 0.70221 0.29536
H 1.00573 2.67063 1.55668
H -0.15398 1.34713 1.79498
H 1.76098 2.41379 3.69297
H 0.55341 1.13548 3.95915
H 2.88430 0.23686 4.37290
H 2.78612 -1.67679 2.76891
H 1.13581 -1.27586 3.27501
H 0.62851 -1.04741 1.04160
H 2.33391 -1.19710 0.58659
C -4.96942 -2.22825 1.84461
C -4.12510 -1.22142 1.11099
C -4.66683 -0.29486 0.21048
C -3.85461 0.63865 -0.44442
C -2.47179 0.64007 -0.21590
S -1.41604 1.82904 -1.04164
O -2.03037 2.36890 -2.22428
O -0.68763 2.67563 -0.12509
N -0.14418 0.72206 -1.63480
C -0.29719 -0.00786 -2.82618
C -1.39357 -0.13157 -3.67547
C -1.20923 -0.78177 -4.89758
C 0.04462 -1.26821 -5.26691
C 1.13954 -1.14931 -4.40218
C 0.95431 -0.54204 -3.15734
C 1.85341 -0.17912 -2.06750
N 3.22133 -0.47014 -2.13706
O 3.69857 -0.95156 -3.19242
O 3.99228 -0.26321 -1.14930
C 1.11202 0.55447 -1.13221
C -1.93471 -0.24427 0.71978
C -2.75127 -1.17016 1.36673
H -4.34410 -2.81321 2.52475
H -5.74339 -1.73895 2.44546
H -5.47774 -2.93813 1.18194
H -5.74480 -0.29230 0.03272
H -4.27907 1.36161 -1.13878
H -2.37067 0.25105 -3.39281
H -2.04101 -0.85440 -5.59299
H 0.17018 -1.73035 -6.24276
H 2.14775 -1.46779 -4.66050
H 1.43586 1.23443 -0.32236
H -0.87306 -0.21640 0.95725
H -2.32442 -1.86251 2.09636

***

--- b ---
# C22H25N3O4S

One molecule with the formula C22H25N3O4S (ωB97M-V/def2-TZVPD, OMol25).

Computed properties:
SMILES   Cc1ccc(N(CC(=O)NCCc2ccccc2)S(=O)(=O)c2c(C)noc2C)cc1
2S+1   1
Gap between HOMO and LUMO   9.5 eV
M   427.53 g mol⁻¹

Positions of all 55 atoms, in Å:
C -2.07196 1.08447 -6.09216
C -1.43423 0.71543 -4.78766
C -0.96762 -0.57788 -4.57765
C -0.37673 -0.93693 -3.38297
C -0.25367 -0.00282 -2.36041
N 0.36308 -0.37503 -1.14268
C -0.27579 -1.39924 -0.34347
C -1.77039 -1.11633 -0.10855
O -2.62806 -1.93340 -0.36994
N -2.00147 0.11506 0.36999
C -3.32122 0.54770 0.77161
C -3.70273 -0.02002 2.15133
C -2.59164 0.21402 3.13437
C -1.66882 -0.79054 3.39664
C -0.61076 -0.56865 4.25958
C -0.45731 0.66662 4.86572
C -1.36982 1.67501 4.60782
C -2.42942 1.44941 3.74773
S 1.27670 0.73727 -0.30955
O 0.55453 1.25406 0.82750
O 1.83074 1.66590 -1.24300
C 2.57713 -0.30541 0.26877
C 3.07615 -0.56708 1.57748
C 2.61441 0.02031 2.85441
N 4.06777 -1.41353 1.50131
O 4.26008 -1.71901 0.19152
C 3.37634 -1.05558 -0.55612
C 3.37432 -1.19974 -2.02650
C -0.72997 1.28567 -2.55110
C -1.30306 1.63874 -3.75995
H -2.29653 2.14694 -6.12942
H -1.41263 0.83663 -6.92240
H -2.99953 0.52922 -6.22767
H -1.06549 -1.31209 -5.36414
H -0.01883 -1.94435 -3.23691
H -0.18419 -2.37499 -0.83034
H 0.24092 -1.43128 0.61938
H -1.21180 0.67215 0.67993
H -3.32097 1.63859 0.79418
H -4.03668 0.19594 0.02402
H -3.88221 -1.09032 2.04331
H -4.62435 0.45922 2.48511
H -1.78583 -1.75518 2.92223
H 0.09350 -1.36295 4.46182
H 0.36989 0.84199 5.53764
H -1.25490 2.64035 5.07858
H -3.14083 2.23913 3.55123
H 2.75963 -0.68880 3.66442
H 3.20248 0.91142 3.07115
H 1.57109 0.31538 2.77779
H 2.69308 -1.99525 -2.32648
H 3.03501 -0.26809 -2.47298
H 4.37322 -1.44968 -2.37509
H -0.63850 2.00727 -1.75478
H -1.66354 2.64753 -3.89858

***

Result of the stability comparison: a is the least stable of them.

***

--- a ---
# CH2N2O2Si

A 2-piece molecular cluster, CH2N2O2Si overall (ωB97M-V/def2-TZVPD, OMol25).

Computed properties:
2S+1   1
Gap between HOMO and LUMO (alpha / beta)   8.7 / 8.3 eV
M   102.12 g mol⁻¹

Positions of all 8 atoms, in Å:
C -0.33080 1.66125 0.41693
N -0.68840 2.63143 0.94155
N 1.13792 -0.97762 0.06076
O 1.05278 -2.14188 -0.29345
O 1.77676 -0.53824 0.98793
Si -0.27877 0.06315 -0.54808
H -0.06428 0.05254 -2.04787
H -2.60520 -0.75064 0.48223

***

--- b ---
# CH2N2O2Si

A 2-piece molecular cluster, CH2N2O2Si overall (ωB97M-V/def2-TZVPD, OMol25).

Computed properties:
2S+1   1
Gap between HOMO and LUMO (alpha / beta)   8.6 / 6.7 eV
M   102.12 g mol⁻¹

Positions of all 8 atoms, in Å:
C -1.11657 1.00180 -0.71213
N -1.03908 1.44797 -1.73887
N 1.56730 -0.84219 -0.46130
O 1.46628 -0.50796 -1.61834
O 2.19843 -1.66007 0.15538
Si -0.85877 0.31580 0.94809
H -1.26188 -0.96430 1.30481
H -0.95570 1.20893 2.12235

***

Result of the stability comparison: a is the least stable of them.

***

--- a ---
# C2H10N2

A 2-piece molecular cluster, C2H10N2 overall (ωB97M-V/def2-TZVPD, OMol25).

Computed properties:
SMILES   CCN.N
2S+1   1
Gap between HOMO and LUMO   10.2 eV
M   62.12 g mol⁻¹

Positions of all 14 atoms, in Å:
C 0.68206 -2.02580 -0.74498
C 0.02816 -0.54100 -0.72508
N -1.36057 -0.22998 -0.30460
H 0.36230 -2.59763 0.11851
H 1.73243 -1.76934 -0.70141
H 0.28839 -2.49850 -1.61946
H 0.15819 -0.22377 -1.80899
H 0.76661 0.19016 -0.37203
H -1.85014 -0.63177 -1.10198
H -1.54622 -0.88577 0.45256
N 0.15556 2.75319 1.75771
H 0.85418 3.47412 1.78703
H -0.69339 3.19032 1.46090
H 0.42244 1.79578 1.80184

***

--- b ---
# C2H10N2

A 2-piece molecular cluster, C2H10N2 overall (ωB97M-V/def2-TZVPD, OMol25).

Computed properties:
SMILES   CCN.N
2S+1   1
Gap between HOMO and LUMO   10.1 eV
M   62.12 g mol⁻¹

Positions of all 14 atoms, in Å:
C -0.79738 -0.97872 -0.90273
C 0.11895 -1.21980 0.28434
N -0.37881 -0.57167 1.51401
H -0.96385 0.12171 -1.06407
H -1.72787 -1.51824 -0.88163
H -0.24151 -1.46197 -1.75407
H 1.16030 -0.90660 0.15956
H 0.20815 -2.25041 0.64051
H -1.00796 -1.23337 1.96677
H -0.86307 0.30587 1.38282
N 0.99974 2.45665 -0.61794
H 1.27999 1.48467 -0.67344
H 1.67805 2.99596 -1.14641
H 0.17579 2.51006 -1.21594

***

Result of the stability comparison: a is the least stable of them.